(1)
The following is a DFT calculation (ωB97M-V with the def2-TZVPD basis set) of C22H36F5N2O6PRhS2Te as an isolated structure in a non-equilibrium geometry.

Structure (XYZ):
```
76
Properties=species:S:1:pos:R:3:forces:R:3:mulliken_charge:R:1
Rh -0.0624 1.0034 -0.6875 -1.08 -2.74 1.75 0.971
O -5.4678 1.8647 3.4700 0.16 -0.10 0.07 -0.511
C -5.6209 1.5308 2.1130 -0.27 -0.03 -0.12 -0.675
C -4.3565 0.9467 1.5719 0.08 -0.03 -0.02 0.047
C -4.3275 0.3917 0.2987 0.12 -0.11 0.28 -0.851
C -3.1087 0.1216 -0.2859 -0.19 -0.30 -0.25 -0.538
N -1.9561 0.3280 0.3564 1.59 0.57 -0.51 0.363
C -1.9858 0.7046 1.6506 -0.17 -0.03 0.09 0.252
C -3.1664 1.0262 2.2859 0.02 -0.13 -0.06 -0.535
C -0.6830 0.8140 2.3096 0.13 0.04 0.32 0.330
C -0.5053 0.5432 3.6568 0.01 0.04 -0.01 -0.635
C 0.7552 0.6826 4.2204 -0.05 -0.10 -0.02 0.388
C 0.9917 0.3176 5.6679 0.01 0.08 0.01 -0.829
O 0.0283 -0.5732 6.1786 -0.10 0.00 0.01 -0.514
C 1.7879 1.1400 3.4100 -0.11 0.04 -0.01 -1.385
C 1.5370 1.3556 2.0687 0.16 0.10 0.25 -0.971
N 0.3372 1.1645 1.5318 0.47 0.68 -0.88 1.160
H -6.1773 2.4539 3.7368 -0.04 0.04 0.00 0.322
H -5.8278 2.4173 1.5000 -0.01 -0.02 0.02 0.347
H -6.4446 0.8220 1.9603 0.03 0.02 0.00 0.327
H -5.2360 0.2238 -0.2615 0.02 0.08 -0.08 0.484
H -3.0484 -0.2555 -1.2946 0.05 0.13 0.00 0.476
H -3.1684 1.4132 3.2938 0.05 0.01 -0.01 0.646
H -1.3302 0.2019 4.2663 -0.02 0.00 -0.02 0.801
H 0.9144 1.2193 6.2797 0.08 0.01 -0.03 0.283
H 2.0081 -0.0740 5.7730 -0.01 0.04 0.05 0.443
H 0.2102 -1.4671 5.8727 0.05 0.00 0.00 0.304
H 2.7771 1.3172 3.8099 0.04 -0.07 -0.03 0.476
H 2.3309 1.6748 1.4062 -0.06 0.01 -0.05 0.410
C 0.8034 -4.9156 0.2443 -0.02 0.21 -0.10 -1.329
C -0.2426 -3.9862 -0.3414 -0.26 -0.33 0.32 0.904
C -1.5017 -4.7154 -0.7632 0.09 0.16 -0.08 -1.513
O 0.3263 -3.3621 -1.5316 0.19 0.22 -0.19 -0.146
P 0.7896 -1.8667 -1.6685 -0.08 0.20 -0.31 0.886
S 1.4125 -1.1265 0.0983 -1.14 1.14 -0.97 -0.244
S -0.6353 -0.6198 -2.3974 0.20 0.73 0.23 -0.533
O 1.8638 -1.8713 -2.8086 -0.11 -0.16 0.08 -0.385
C 2.9384 -2.8175 -3.1179 0.21 -0.34 0.07 0.451
C 3.8161 -3.0802 -1.9097 -0.13 0.20 -0.08 -1.063
C 2.3683 -4.0934 -3.7091 -0.06 0.22 -0.02 -1.250
H 0.3864 -5.4378 1.1043 0.01 -0.01 0.02 0.454
H 1.6809 -4.3555 0.5694 0.02 -0.02 0.03 0.230
H 1.1093 -5.6539 -0.4975 0.00 -0.03 0.01 0.308
H -0.4903 -3.2025 0.3786 0.05 0.06 -0.08 0.054
H -1.2675 -5.4829 -1.5008 -0.01 -0.01 -0.01 0.316
H -2.2236 -4.0214 -1.1923 -0.02 -0.02 -0.02 0.347
H -1.9520 -5.1932 0.1058 -0.01 -0.01 0.01 0.437
H 3.5070 -2.2779 -3.8759 -0.06 0.01 0.02 0.342
H 3.2598 -3.6237 -1.1444 0.05 -0.04 0.03 0.159
H 4.1929 -2.1491 -1.4870 0.02 -0.01 0.04 0.240
H 4.6642 -3.6872 -2.2236 0.01 -0.04 0.06 0.476
H 1.8667 -4.6816 -2.9443 0.00 -0.05 -0.01 0.160
H 3.1780 -4.6848 -4.1346 0.01 0.00 -0.02 0.480
H 1.6532 -3.8581 -4.4964 0.02 -0.05 -0.04 0.331
C 3.4228 1.0230 -1.6837 -0.19 0.22 -0.18 -0.785
C 2.8048 2.2187 -2.3666 0.32 -0.10 0.24 -0.201
O 1.3746 2.1025 -2.3377 -0.17 -0.60 0.55 0.002
C 0.7273 3.2325 -2.9265 -0.10 0.26 0.12 -0.721
C 0.8714 4.4705 -2.0488 0.42 -0.11 -0.34 -0.631
H 4.5084 1.1022 -1.7149 0.03 0.00 0.01 0.541
H 3.1106 0.1051 -2.1774 0.06 -0.03 0.04 -0.038
H 3.0982 0.9956 -0.6436 0.12 -0.08 -0.01 -0.014
H 3.1166 2.2885 -3.4131 -0.09 -0.01 0.00 0.277
H 3.1147 3.1315 -1.8519 -0.08 0.03 -0.04 0.314
H -0.3199 2.9586 -3.0266 0.10 -0.01 -0.23 0.322
H 1.1339 3.4298 -3.9208 0.03 -0.09 0.00 0.419
H 0.4422 4.7733 -0.1244 -0.05 -0.03 -0.06 0.354
H 0.1625 5.2316 -2.3719 -0.04 -0.03 0.06 0.388
H 1.8841 4.8763 -2.1027 -0.05 0.04 0.04 0.474
F -1.9577 4.2141 -2.3435 0.59 -0.71 0.43 -0.416
Te -1.7134 3.2098 -0.6807 -2.28 2.39 0.43 1.617
F -3.3243 3.4096 0.3066 0.42 -0.37 -0.37 -0.395
F -1.0394 3.3373 1.2377 -0.10 -0.55 -0.75 -0.623
F -3.1003 2.2273 -1.7693 0.84 -0.20 0.47 -0.562
F -1.6360 5.0955 -0.2399 0.16 -0.45 -0.14 -0.422
O 0.6101 4.0217 -0.7166 0.13 0.24 -0.01 -0.396
```
Positions in Å, forces in eV/Å.

For the largest force on an atom, the calculation gives 3.43 eV/A. The LUMO energy (alpha / beta) is -5.4 / -5.4 eV. As for the charge: +1. The orbital gap (alpha / beta) is 6.68 / 6.69 eV. The energy above the lowest of the compared OMol25 structures with the same formula, charge and spin comes out at 293.1 kJ/mol. The calculated total energy comes out at -93507.810 eV.

***

(2)
The following is a DFT calculation (ωB97M-V with the def2-TZVPD basis set) of C22H36HgO2P2 as an isolated structure in a non-equilibrium geometry.

Structure (XYZ):
```
63
Properties=species:S:1:pos:R:3:forces:R:3:nbo_charge:R:1
P 0.3139 -2.2140 -3.1460 -2.47 -0.44 -1.64 1.614
P 0.3596 1.6589 -2.4422 -3.32 -0.67 -0.83 1.482
C 0.1997 -0.7242 -4.1938 -0.38 -0.17 -0.42 -0.750
C 0.9769 0.5262 -3.7570 0.58 0.58 -0.35 -0.737
H -0.8775 -0.5605 -4.3370 0.68 0.12 0.39 0.309
H 0.5215 -1.0347 -5.2030 0.67 -0.05 0.26 0.234
H 2.0346 0.3002 -3.5397 -0.31 -0.01 -0.07 0.246
H 0.9827 1.2065 -4.6191 0.25 -0.23 -0.03 0.252
C -0.4656 2.9949 -3.3750 0.55 0.00 -0.17 -0.953
H -0.7845 3.7969 -2.6891 0.10 -0.37 -0.24 0.262
H -1.3309 2.5936 -3.9193 0.24 0.11 0.20 0.261
H 0.2814 3.3879 -4.0821 -0.40 0.14 0.09 0.229
C 1.6717 2.5069 -1.5799 0.66 0.05 0.03 -0.997
H 1.9709 3.3393 -2.2243 0.01 -0.04 0.01 0.253
H 2.5408 1.8623 -1.4307 -0.16 -0.01 0.26 0.273
H 1.3586 2.9262 -0.6201 -0.09 -0.28 -0.06 0.297
C -0.8719 -3.3728 -3.9395 0.15 -0.05 -0.41 -0.963
H -1.0713 -4.2395 -3.2789 0.14 0.55 -0.31 0.260
H -0.4668 -3.7473 -4.8964 -0.17 0.18 0.37 0.239
H -1.8201 -2.8404 -4.1448 0.45 -0.24 0.31 0.269
C 1.9480 -2.9140 -3.5306 0.58 -0.06 0.41 -0.990
H 2.7039 -2.1178 -3.6164 -0.24 -0.26 0.19 0.255
H 1.9114 -3.4354 -4.4971 -0.19 0.23 0.25 0.262
H 2.2756 -3.6417 -2.7747 -0.09 0.28 -0.15 0.267
Hg 2.4609 0.2809 1.9560 -0.15 0.19 0.00 0.529
C -1.2213 0.8204 -1.6353 1.48 0.71 2.50 -0.358
C -1.9683 -0.0687 -2.4501 1.73 -1.16 -2.22 -0.701
C -3.0386 -0.9205 -1.9550 -0.88 -0.71 0.90 -0.359
C -2.7112 -1.8731 -0.7189 -1.34 0.71 -0.33 -0.493
C -1.5659 -2.7100 -0.9825 0.51 -1.37 -0.70 -0.043
C -0.2318 -2.2604 -1.4096 2.08 0.48 1.07 -0.597
C 0.3910 -0.9785 -0.7376 -0.04 -0.20 0.60 -0.414
C -0.5602 0.1758 -0.3783 -0.08 -0.16 0.08 -0.439
C 2.0331 -1.7690 2.6565 0.01 -0.54 0.30 -1.097
H -1.8372 1.6601 -1.3040 0.48 1.15 0.35 0.180
H -2.1700 0.3002 -3.4514 -0.47 0.37 -0.08 0.157
H -3.3687 -1.5589 -2.7952 -0.04 0.00 0.32 0.184
H -3.9250 -0.3270 -1.6863 -0.37 -0.21 0.41 0.164
H -2.5436 -1.2716 0.1948 -0.51 -0.33 -0.47 0.227
H -3.5893 -2.5289 -0.5406 0.43 0.49 0.01 0.223
H -1.7148 -3.8031 -0.9901 0.17 0.63 0.05 0.186
H 0.4409 -3.1046 -1.1188 -0.08 0.21 0.14 0.235
H 1.2397 -0.5760 -1.3428 -0.32 -0.32 0.18 0.169
H 0.8730 -1.3067 0.1959 -0.17 0.20 -0.33 0.274
H -1.3039 -0.1860 0.3319 0.22 0.26 -0.16 0.234
H 0.0171 0.9039 0.2148 -0.08 -0.08 -0.24 0.231
H 3.0418 -2.1603 2.8745 -0.53 -0.10 -0.11 0.195
H 1.5507 -2.3061 1.8275 0.25 -0.08 0.37 0.166
H 1.3852 -1.7695 3.5606 0.49 0.27 -0.72 0.228
O -0.1230 0.5967 3.7734 0.69 0.38 0.03 -0.735
C 0.7866 1.1823 4.3922 0.47 0.18 0.05 0.760
O 2.0254 1.3342 4.0559 -1.44 -0.15 0.16 -0.854
C 0.4312 1.8265 5.7379 -0.10 0.42 1.05 -0.154
C -0.8766 1.8617 6.2638 0.38 0.15 0.06 -0.178
C -1.1435 2.4610 7.5089 0.34 0.06 0.11 -0.238
C -0.1137 3.0381 8.2794 0.27 -0.11 -0.72 -0.222
C 1.1887 3.0271 7.7539 -0.32 -0.24 -0.20 -0.235
C 1.4402 2.4195 6.5150 -0.06 0.13 0.12 -0.174
H -1.6761 1.4191 5.6713 0.14 0.08 0.17 0.227
H -2.1644 2.4905 7.9009 0.30 -0.09 -0.22 0.203
H -0.2995 3.5200 9.2476 -0.10 -0.29 -0.46 0.206
H 2.0246 3.4901 8.2927 -0.41 -0.22 -0.14 0.204
H 2.4543 2.4129 6.1278 -0.16 -0.04 -0.03 0.232
```
Positions in Å, forces in eV/Å.

For the largest force on an atom, the calculation gives 3.49 eV/A. The LUMO energy (alpha / beta) is -0.4 / -0.7 eV. The orbital gap (alpha / beta) is 5.48 / 4.69 eV. The energy above the lowest of the compared OMol25 structures with the same formula, charge and spin comes out at 239.0 kJ/mol. The calculated total energy comes out at -50237.340 eV.

***

(3)
The following is a DFT calculation (ωB97M-V with the def2-TZVPD basis set) of an isolated molecule of C22H36N4O3.

Structure (XYZ):
```
65
Properties=species:S:1:pos:R:3:forces:R:3:nbo_charge:R:1
C 0.0854 1.5160 4.2024 -0.01 -0.01 0.02 -0.240
O 0.3166 1.2893 2.8328 0.03 -0.02 0.02 -0.557
C -0.8468 1.4475 2.0454 -0.02 0.00 -0.03 -0.052
C -0.5624 0.8596 0.6787 -0.04 0.00 0.03 -0.426
C -0.4567 -0.6662 0.7315 0.00 0.01 -0.03 -0.400
C 0.3328 -1.2554 -0.4327 0.04 0.08 -0.04 -0.495
C 1.8106 -0.8910 -0.5207 0.01 -0.13 0.04 0.685
O 2.4109 -0.9563 -1.5824 -0.02 0.01 -0.02 -0.646
N 2.4138 -0.5394 0.6383 -0.04 0.08 0.03 -0.652
C 3.8327 -0.2212 0.7162 -0.01 -0.06 -0.04 -0.041
C 4.0647 0.8732 1.7518 0.01 0.00 -0.01 -0.404
C 3.6260 0.4205 3.1414 0.14 0.13 0.14 -0.427
C 4.2703 -0.9075 3.5515 -0.17 -0.06 -0.12 -0.031
N 3.7067 -1.4075 4.8191 -0.01 -0.21 -0.09 -0.437
C 4.6408 -2.1982 5.6130 0.08 0.15 0.12 -0.407
C 2.3555 -1.6058 4.9132 -0.03 0.01 -0.03 0.666
O 1.5891 -1.4817 3.9602 -0.01 0.01 -0.01 -0.658
C 1.8090 -1.8918 6.2513 0.02 0.01 0.05 -0.050
C 2.2105 -1.5169 7.5088 0.00 0.01 -0.02 -0.025
N 1.2725 -1.8464 8.4368 -0.02 -0.03 0.01 -0.473
C 0.3014 -2.4256 7.7575 0.01 0.03 0.02 0.374
N 0.5666 -2.4733 6.4319 -0.01 -0.01 -0.03 -0.312
C -0.3358 -3.0096 5.4137 0.00 -0.01 -0.01 -0.198
C -1.3912 -3.8878 6.0656 0.00 0.01 0.00 -0.408
C -2.0250 -3.2025 7.2733 0.00 -0.01 0.00 -0.212
C -3.1993 -3.9969 7.8251 0.00 0.00 0.00 -0.598
C -0.9474 -3.0003 8.3372 0.00 0.00 0.00 -0.443
C 4.2100 -1.9853 2.4589 0.01 -0.04 0.05 -0.420
C 4.6464 -1.4606 1.0963 -0.03 0.03 -0.03 -0.409
H 1.0284 1.3721 4.7256 0.02 0.00 0.01 0.195
H -0.2762 2.5352 4.3832 0.00 0.00 0.00 0.166
H -0.6482 0.8058 4.6025 0.00 0.00 0.00 0.165
H -1.6888 0.9218 2.5200 -0.01 0.00 -0.01 0.158
H -1.1147 2.5098 1.9811 0.01 0.01 0.00 0.170
H -1.3474 1.1609 -0.0192 0.00 0.00 -0.01 0.208
H 0.3711 1.2950 0.3122 0.00 0.00 0.01 0.215
H -0.0220 -0.9644 1.6900 0.04 -0.03 0.00 0.213
H -1.4624 -1.0956 0.7209 0.00 0.01 0.01 0.207
H 0.2840 -2.3475 -0.4126 0.03 0.00 0.01 0.230
H -0.0944 -0.9489 -1.3890 -0.04 -0.01 0.00 0.228
H 1.8699 -0.5158 1.4876 -0.01 -0.01 0.00 0.422
H 4.1256 0.1202 -0.2762 0.02 0.00 0.01 0.234
H 5.1303 1.1221 1.7466 -0.01 0.01 0.00 0.201
H 3.5144 1.7743 1.4738 0.02 0.01 0.00 0.220
H 3.8962 1.1773 3.8836 0.00 0.00 -0.01 0.211
H 2.5433 0.3425 3.1658 -0.01 -0.02 0.01 0.239
H 5.3248 -0.7038 3.7689 -0.01 0.01 0.00 0.197
H 4.1116 -2.8150 6.3314 0.00 0.00 -0.01 0.225
H 5.2173 -2.8543 4.9568 0.00 0.00 0.00 0.195
H 5.3405 -1.5564 6.1526 -0.01 0.01 -0.01 0.197
H 3.1196 -1.0045 7.7810 0.00 0.00 0.00 0.207
H -0.7946 -2.1751 4.8820 0.00 0.01 0.00 0.211
H 0.2509 -3.5635 4.6840 0.00 0.00 0.00 0.222
H -2.1488 -4.1272 5.3167 0.00 0.00 0.00 0.220
H -0.9449 -4.8350 6.3879 0.00 0.00 0.00 0.202
H -2.3829 -2.2164 6.9529 0.00 0.00 0.00 0.198
H -2.8782 -4.9988 8.1207 0.00 0.00 0.00 0.204
H -3.6264 -3.5109 8.7038 0.00 0.00 0.00 0.213
H -3.9892 -4.1038 7.0802 0.00 0.00 0.00 0.211
H -0.7113 -3.9660 8.7983 0.00 0.00 0.00 0.220
H -1.2900 -2.3469 9.1402 0.00 0.00 0.00 0.239
H 4.8374 -2.8322 2.7493 -0.01 0.00 0.01 0.203
H 3.1858 -2.3530 2.3971 0.00 0.01 -0.03 0.225
H 4.5122 -2.2312 0.3356 0.01 -0.01 -0.01 0.224
H 5.7090 -1.1958 1.1070 -0.01 0.01 0.00 0.198
```
Positions in Å, forces in eV/Å.

For the largest force on an atom, the calculation gives 0.24 eV/A. The LUMO energy is 0.6 eV. The orbital gap is 9.34 eV. As for the SMILES: COCCCCC(=O)N[C@H]1CC[C@@H](N(C)C(=O)c2cnc3n2CC[C@@H](C)C3)CC1. The energy above the lowest of the compared OMol25 structures with the same formula, charge and spin comes out at 13.1 kJ/mol. The calculated total energy comes out at -35503.181 eV.